Below is C45H49IN11O5S3Tb as an isolated structure, with properties calculated with ωB97M-V/def2-TZVPD.

Properties
F_max: 3.9 eV/Å
DFT total energy: -5039.47356 Eh
expectation value of S²: 12.610
HOMO-LUMO gap (spin up / spin down): 5.840 / 5.848 eV
spin multiplicity: 7
LUMO level (spin up / spin down): -0.704 / -0.704 eV

Last column: Mulliken spin population.
Geometry (Å):
Tb  -0.14719  1.15013  0.49327  6.122
O  -3.79560  0.09434  -1.79730  0.000
C  -3.76964  0.75567  -2.92024  0.000
C  -4.83243  0.49813  -3.86628  0.000
C  -4.78834  1.03318  -5.12869  0.000
C  -3.92694  2.10558  -5.32027  0.000
C  -2.99340  2.49255  -4.40763  0.000
C  -2.77781  1.70209  -3.22284  -0.002
C  -1.57137  1.82520  -2.34197  -0.006
O  -1.25305  0.84668  -1.53058  -0.026
N  -0.87832  2.93671  -2.41663  0.001
N  0.18649  2.96653  -1.59518  -0.010
C  1.07531  3.93869  -1.63828  0.001
C  2.38917  3.88507  -1.03165  -0.001
C  3.49355  4.59876  -1.69198  0.001
C  4.85706  4.19288  -1.44030  0.000
C  5.09377  3.32632  -0.39705  0.000
C  4.05611  2.87166  0.41925  -0.004
C  2.68875  2.95403  0.00148  -0.002
O  1.86859  2.11579  0.53710  -0.034
H  -2.81516  0.15468  -1.42444  0.001
H  -5.61401  -0.24066  -3.56127  0.000
H  -5.50956  0.74452  -5.97697  0.000
H  -3.96724  2.78541  -6.17577  0.000
H  -2.40035  3.42873  -4.53068  0.000
H  0.66903  4.89072  -2.20253  0.000
H  3.22545  5.31209  -2.45566  0.000
H  5.58884  4.49615  -2.14471  0.000
H  6.13555  2.99057  -0.10849  0.000
H  4.23973  2.28826  1.26121  0.000
S  -7.15351  -2.73638  2.27093  0.000
N  -5.61725  -3.27417  2.02298  0.000
C  -4.95174  -2.18291  1.79497  0.000
C  -3.56063  -2.26380  1.38118  0.000
C  -2.98306  -3.53729  1.18280  0.000
C  -1.57560  -3.52427  1.17615  0.000
C  -0.86652  -2.27232  1.21015  -0.003
N  -1.48596  -1.06478  1.24385  -0.010
C  -2.84643  -1.05969  1.32894  -0.006
C  -3.63320  0.20616  1.35937  0.004
N  -2.90393  1.26729  0.97200  -0.014
C  -3.54585  2.45602  1.00675  0.003
C  -4.87735  2.65803  1.26426  0.000
C  -5.70138  1.53309  1.56585  0.000
C  -5.03867  0.30106  1.59553  0.000
C  -5.69767  -0.94588  1.87857  0.000
N  -7.01654  -1.13070  2.16600  0.000
H  -3.58324  -4.44544  1.01476  0.000
H  -0.97315  -4.42486  1.18601  0.000
H  0.22133  -2.22735  1.23014  -0.001
H  -2.95315  3.30484  0.78362  0.000
H  -5.35653  3.66816  1.12021  0.000
H  -6.81415  1.43242  1.65543  0.000
S  0.20194  -1.77049  5.11307  0.000
C  1.68205  -2.26745  5.71407  0.000
N  2.65989  -1.47806  6.28253  0.000
C  3.89802  -2.20508  6.45839  0.000
C  3.60888  -3.63149  6.04135  0.000
N  2.26521  -3.46613  5.51642  0.000
H  2.58013  -0.52073  6.74339  0.000
H  4.18658  -2.30497  7.49586  0.000
H  4.79655  -1.77703  5.89988  0.000
H  3.79033  -4.35033  6.82755  0.000
H  4.31336  -3.85943  5.23300  0.000
H  1.68161  -4.25433  5.15685  0.000
C  5.60800  -4.83861  0.12827  0.000
C  4.29438  -5.61360  0.05669  0.000
C  3.23411  -5.18274  -0.99735  0.000
C  2.53796  -3.85829  -0.60629  0.000
N  1.84584  -3.35966  -1.77396  0.000
C  1.53174  -2.06932  -1.90093  0.001
S  2.00767  -0.82073  -0.82239  -0.005
N  0.83420  -1.74181  -3.04677  0.000
C  0.91647  -2.41250  -4.32351  0.000
C  0.42311  -1.40195  -5.39343  0.000
C  0.86426  -1.76050  -6.82270  0.000
C  -0.23617  -2.25398  -7.78703  0.000
H  5.43768  -3.74603  0.28324  0.000
H  6.15006  -4.88031  -0.84762  0.000
H  6.07146  -5.31749  0.99854  0.000
H  3.77050  -5.62094  1.02115  0.000
H  4.50103  -6.72279  -0.06136  0.000
H  2.46027  -5.90067  -1.11592  0.000
H  3.72449  -5.10234  -1.98762  0.000
H  3.16136  -3.01826  -0.43374  0.000
H  1.95916  -3.95483  0.38591  0.000
H  1.23863  -3.98039  -2.26210  0.000
H  0.74303  -0.70662  -3.06214  0.000
H  0.26616  -3.27455  -4.35067  0.000
H  1.95975  -2.65483  -4.61852  0.000
H  0.71124  -0.40091  -5.05435  0.000
H  -0.67636  -1.43098  -5.41559  0.000
H  1.77667  -2.33847  -6.71524  0.000
H  1.10705  -0.73003  -7.26576  0.000
H  -0.93399  -1.44621  -7.93013  0.000
H  -0.73383  -3.13552  -7.46487  0.000
H  0.21012  -2.52706  -8.74012  0.000
I  -1.71079  9.34602  4.22645  0.000
C  -1.36557  7.31797  3.98206  0.000
C  -1.45457  6.82056  2.69286  0.000
C  -1.05179  5.58028  2.34101  0.000
C  -0.66374  4.68646  3.28657  -0.002
C  -0.57612  5.10040  4.65560  0.000
C  -1.05651  6.37763  5.03492  0.000
C  -0.31308  3.35292  2.85865  0.007
O  0.22161  2.57533  3.70483  -0.001
O  -0.69393  2.95678  1.62888  0.002
H  -1.62934  7.47680  1.82004  0.000
H  -1.01239  5.36629  1.27139  0.000
H  -0.26684  4.37452  5.45964  0.000
H  -1.25251  6.70372  6.05440  0.000
N  1.09770  0.26599  2.38140  -0.012
H  0.85912  -0.55132  3.00044  0.001
H  0.74159  1.07456  2.95847  -0.005
H  2.08373  0.38584  2.29094  0.001

=====

Below is C45H49N2O2PPdS4 as an isolated structure, with properties calculated with ωB97M-V/def2-TZVPD.

Properties
relative energy (zero: lowest compared OMol25 entry of this formula, charge and spin): 0.0 kJ/mol
F_max: 1.5 eV/Å
DFT total energy: -4065.61740 Eh
expectation value of S²: 2.051
HOMO-LUMO gap (spin up / spin down): 5.801 / 3.966 eV
spin multiplicity: 3
net charge: +2
LUMO level (spin up / spin down): -6.312 / -8.178 eV

Last column: natural (NBO) charge in e.
Geometry (Å):
Pd  -0.36349  0.12314  -1.80278  0.400
C  -3.27801  -2.07546  -3.96418  -0.537
C  -1.94835  -2.67992  -4.40334  -0.524
S  -0.46959  -2.05317  -3.51512  0.188
C  0.42110  -1.27818  -4.89967  -0.524
C  -0.27748  -0.04500  -5.43610  -0.565
S  -0.32198  1.27811  -4.17428  0.267
C  -2.08538  1.75890  -4.11006  -0.533
C  -3.02874  0.72188  -3.50929  -0.541
S  -3.65876  -0.47269  -4.74471  0.208
H  -3.32914  -1.96675  -2.88112  0.225
H  -4.09127  -2.72488  -4.29023  0.247
H  -1.78293  -2.52003  -5.46729  0.237
H  -1.95015  -3.75017  -4.21088  0.234
H  0.52788  -2.03397  -5.67786  0.244
H  1.41128  -1.03213  -4.51288  0.230
H  -1.29897  -0.25417  -5.74189  0.255
H  0.27635  0.35629  -6.28508  0.247
H  -2.38918  2.04490  -5.11673  0.245
H  -2.07230  2.65599  -3.48689  0.247
H  -3.90262  1.22334  -3.09186  0.237
H  -2.52789  0.15511  -2.72231  0.209
N  0.78932  0.67469  1.24635  -0.880
S  -0.37745  0.83997  4.38735  0.260
C  0.27836  2.44382  4.78547  -0.087
C  1.21404  2.62485  5.79890  -0.247
C  1.67031  3.90364  6.07762  -0.191
C  1.19296  4.99268  5.36176  -0.203
C  0.23795  4.80804  4.37305  -0.190
C  -0.22334  3.53331  4.08130  -0.276
C  1.02064  -0.23624  4.61774  -0.173
C  2.31033  0.13237  4.23504  -0.258
C  3.35876  -0.75789  4.41129  -0.192
C  3.12821  -2.01853  4.94906  -0.249
C  1.84286  -2.38438  5.32293  -0.167
C  0.78651  -1.49653  5.16006  -0.269
H  1.46966  0.27644  1.88180  0.373
H  1.57135  1.78210  6.37431  0.225
H  2.39753  4.04781  6.86549  0.230
H  1.55841  5.98493  5.58858  0.229
H  -0.14583  5.66150  3.82914  0.218
H  -0.97941  3.37670  3.32075  0.220
H  2.49772  1.12059  3.83527  0.236
H  4.36380  -0.46263  4.13648  0.227
H  3.95307  -2.70447  5.09503  0.230
H  1.66817  -3.35495  5.77157  0.220
H  -0.21376  -1.75973  5.48096  0.230
C  1.13738  -6.16474  -0.78167  -0.260
O  0.38762  -5.19695  -0.05039  -0.517
C  -0.93406  -5.09506  -0.26831  0.384
C  -1.62673  -5.83066  -1.22327  -0.300
C  -3.00016  -5.71410  -1.34916  -0.149
C  -3.71213  -4.83929  -0.53932  -0.227
C  -3.03900  -4.10861  0.41730  -0.172
C  -1.66182  -4.23072  0.57102  0.019
N  -1.07751  -3.65091  1.72493  -0.406
C  0.14212  -3.24834  1.97378  0.252
C  1.13853  -2.74714  1.08640  -0.198
C  2.46581  -2.85745  1.49856  -0.072
C  3.51209  -2.35012  0.74896  -0.122
C  3.24530  -1.70562  -0.47245  -0.191
C  1.96257  -1.54365  -0.90426  -0.194
C  0.82973  -2.00635  -0.13497  0.535
O  -0.34714  -1.71356  -0.43950  -0.565
H  2.14382  -6.12034  -0.37429  0.212
H  1.16178  -5.92316  -1.84583  0.194
H  0.73830  -7.16969  -0.63780  0.201
H  -1.09518  -6.53673  -1.84569  0.240
H  -3.52116  -6.32570  -2.07395  0.239
H  -4.78597  -4.75588  -0.62886  0.242
H  -3.58146  -3.43991  1.07556  0.229
H  -1.69016  -3.70204  2.53138  0.434
H  0.40790  -3.27841  3.02673  0.240
H  2.66251  -3.39668  2.41620  0.234
H  4.53313  -2.45768  1.08817  0.244
H  4.06816  -1.33624  -1.07038  0.245
H  1.76339  -1.05016  -1.85264  0.231
C  1.29032  1.88546  0.59903  -0.513
P  0.15968  2.19855  -0.83798  0.902
C  1.08228  3.37555  -1.87345  -0.296
C  2.14544  2.83584  -2.60150  -0.221
C  2.86808  3.62661  -3.47560  -0.194
C  2.54037  4.96821  -3.62335  -0.181
C  1.50030  5.51561  -2.89001  -0.198
C  0.75899  4.71978  -2.02638  -0.216
C  -1.23702  3.09988  -0.11814  -0.384
C  -1.06408  4.25600  0.64448  -0.227
C  -2.17136  4.97950  1.05809  -0.154
C  -3.44881  4.56241  0.70760  -0.178
C  -3.62832  3.39027  -0.01220  -0.212
C  -2.52411  2.65329  -0.41286  -0.190
H  1.36079  2.75819  1.25830  0.212
H  2.28056  1.68299  0.18459  0.221
H  -0.05625  0.85723  1.77634  0.384
H  2.39825  1.78693  -2.47727  0.201
H  3.68113  3.20125  -4.04899  0.224
H  3.09584  5.58452  -4.31714  0.232
H  1.25794  6.56505  -2.98973  0.232
H  -0.06724  5.14705  -1.47608  0.226
H  -0.06509  4.58297  0.90808  0.226
H  -2.03960  5.88021  1.64336  0.222
H  -4.30836  5.15231  0.99588  0.232
H  -4.62668  3.05596  -0.26167  0.228
H  -2.64125  1.71507  -0.94238  0.212